C4H12Si2 | ωB97M-V/def2-TZVPD

Each line ends with the natural charge from an NBO analysis.
CARTESIAN COORDINATES (ANGSTROEM)
C1 -3.033 0.306 -0.452  -0.360
C2 -2.115 -0.604 -0.185  -0.648
Si1 -0.710 -0.341 1.041  1.128
C3 0.772 -0.043 -0.083  -1.101
C4 0.818 1.376 -0.618  -0.600
Si2 2.472 -0.897 0.325  0.843
H1 -2.948 1.284 0.066  0.199
H2 -3.934 0.097 -1.106  0.204
H3 -1.932 -1.680 -0.462  0.227
H4 -0.405 -1.837 1.676  -0.150
H5 -0.886 0.890 1.861  -0.166
H6 0.373 -0.557 -1.005  0.257
H7 1.567 1.464 -1.469  0.213
H8 0.946 2.136 0.268  0.202
H9 -0.054 1.688 -1.029  0.205
H10 3.176 -1.343 -1.002  -0.155
H11 3.447 0.180 0.905  -0.156
H12 2.447 -2.119 1.268  -0.142

Force components x, y, z for each atom (eV/Å):
-1.36 -0.19 -0.58
1.50 -1.13 1.50
0.82 -1.39 -0.30
-0.01 -1.40 -0.94
3.58 1.15 2.13
0.75 0.65 -0.48
-0.35 -0.61 -0.54
1.23 0.53 0.69
-1.27 1.11 -0.66
-0.63 2.08 -0.33
-0.10 -0.40 0.34
0.58 -0.39 0.80
-0.46 0.30 1.37
0.52 -1.16 -1.79
-3.04 0.54 -1.32
-0.69 0.28 1.05
-0.85 -0.89 -0.29
-0.21 0.91 -0.65

Values from the calculation:
Spin multiplicity = 1
Structure (SMILES) = C=C[SiH2][C@@H](C)[SiH3]
Frontier orbital gap = 10.704 eV
Energy above the lowest of the compared OMol25 structures with the same formula, charge and spin = 1.679 eV
Net charge = 0